<A>
{
  "formula": "C4H4N4OS",
  "method": "ωB97M-V with the def2-TZVPD basis set",
  "gap_ev": [6.451, 6.450],
  "total_charge": 0,
  "lumo_ev": [-1.93, -1.93],
  "symbols": ["O", "H", "N", "S", "H", "C", "C", "N", "N", "H", "H", "C", "C", "N"],
  "coordinates": [[-1.574, 4.203, 0.064], [-1.757, 2.108, -0.534], [0.315, 4.145, 0.982], [0.108, 0.189, 2.266], [-0.796, -1.266, 0.515], [0.217, -0.873, 0.875], [0.822, -0.254, -0.387], [1.061, 0.978, -0.382], [1.022, 1.918, 0.449], [1.171, -0.897, -1.190], [0.655, -1.879, 1.230], [0.145, 2.924, 0.405], [-1.113, 2.981, -0.207], [-0.645, 4.863, 0.717]]
}

***

<B>
{
  "formula": "C4H4N4OS",
  "method": "ωB97M-V with the def2-TZVPD basis set",
  "gap_ev": [7.595, 7.595],
  "total_charge": 0,
  "lumo_ev": [-2.15, -2.15],
  "symbols": ["O", "C", "H", "N", "C", "C", "S", "H", "N", "C", "N", "N", "H", "H"],
  "coordinates": [[-2.848, -0.593, 0.723], [-0.600, -1.645, -1.161], [1.479, 1.759, 0.007], [1.353, 0.891, 0.506], [-0.894, 1.887, 1.829], [-0.512, -0.701, -0.086], [-1.517, -0.523, 1.285], [2.294, -0.544, -1.808], [1.305, -0.605, -1.372], [0.777, -0.097, -0.275], [-0.786, 2.913, 2.368], [0.522, -1.581, -1.832], [-1.342, -2.233, -1.533], [0.769, 1.072, 1.348]]
}

***

It is <B> that is the most stable of them.

***

<A>
{
  "formula": "C2H7O2",
  "method": "ωB97M-V with the def2-TZVPD basis set",
  "gap_ev": 7.479,
  "total_charge": -1,
  "lumo_ev": 4.72,
  "symbols": ["H", "H", "H", "C", "H", "H", "C", "H", "O", "H", "O"],
  "coordinates": [[-2.332, 0.900, 0.076], [-0.172, -0.347, -1.283], [2.381, -1.661, 0.017], [-1.303, 1.201, -0.173], [-0.956, 1.978, 0.505], [0.716, 0.815, -0.055], [-0.171, 0.091, -0.284], [1.183, -1.727, 0.869], [-0.197, -0.869, 0.655], [-1.320, 1.586, -1.221], [2.172, -1.967, 0.893]]
}

***

<B>
{
  "formula": "C2H7O2",
  "method": "ωB97M-V with the def2-TZVPD basis set",
  "gap_ev": 8.136,
  "total_charge": -1,
  "lumo_ev": 4.69,
  "symbols": ["C", "C", "H", "H", "H", "O", "H", "O", "H", "H", "H"],
  "coordinates": [[-0.247, 0.373, -1.350], [-0.847, 0.006, 0.130], [1.846, -1.150, 1.990], [0.886, 0.446, -1.342], [-0.808, -1.172, 0.184], [1.848, -0.477, 1.303], [-0.743, 1.181, -1.830], [-0.368, 0.717, 1.275], [0.853, 0.376, 1.385], [-2.007, 0.226, 0.183], [-0.413, -0.525, -1.928]]
}

***

It is <A> that is the most stable of them.

***

<A>
{
  "formula": "CHF3N2O",
  "method": "ωB97M-V with the def2-TZVPD basis set",
  "gap_ev": 10.945,
  "total_charge": 0,
  "lumo_ev": -0.26,
  "smiles": "O=C=NF.FNF",
  "symbols": ["N", "C", "F", "N", "O", "H", "F", "F"],
  "coordinates": [[0.722, -1.181, -0.041], [-2.978, -0.296, -0.267], [-1.492, 1.471, 0.153], [-2.137, 0.518, -0.472], [-3.776, -1.108, -0.359], [0.021, -0.601, -0.639], [1.793, -0.387, 0.051], [1.171, -2.359, -0.850]]
}

***

<B>
{
  "formula": "CHF3N2O",
  "method": "ωB97M-V with the def2-TZVPD basis set",
  "gap_ev": [7.623, 9.591],
  "total_charge": 0,
  "lumo_ev": [-0.94, 0.19],
  "symbols": ["O", "H", "F", "N", "N", "F", "F", "C"],
  "coordinates": [[-2.210, -0.656, -0.637], [-0.634, 0.027, 1.835], [2.112, 0.906, 0.295], [-0.676, -0.264, 0.839], [-1.802, -0.503, 0.433], [1.364, -0.892, -0.860], [0.702, 1.065, -1.469], [1.144, 0.317, -0.437]]
}

***

It is <B> that is the most stable of them.

***

<A>
{
  "formula": "CHF3N2O",
  "method": "ωB97M-V with the def2-TZVPD basis set",
  "gap_ev": 10.720,
  "total_charge": 0,
  "lumo_ev": -0.21,
  "smiles": "O=CN(F)N(F)F",
  "symbols": ["C", "F", "O", "N", "H", "F", "F", "N"],
  "coordinates": [[0.855, -0.957, 0.297], [-0.061, -0.179, -1.727], [0.950, -0.955, 1.498], [-1.302, 0.674, 0.127], [1.668, -1.486, -0.438], [-0.879, 1.171, 1.341], [-1.409, 1.726, -0.676], [0.178, 0.005, -0.422]]
}

***

<B>
{
  "formula": "CHF3N2O",
  "method": "ωB97M-V with the def2-TZVPD basis set",
  "gap_ev": 10.089,
  "total_charge": 0,
  "lumo_ev": -1.11,
  "symbols": ["C", "N", "N", "O", "H", "F", "F", "F"],
  "coordinates": [[0.059, -0.625, 0.283], [-2.603, -0.445, 0.285], [-1.580, 0.249, 0.539], [0.101, -1.781, 0.253], [0.493, 0.335, 0.572], [-3.000, -0.876, -1.041], [-3.853, 0.208, 0.530], [-1.308, 1.484, -0.211]]
}

***

It is <A> that is the most stable of them.

***

<A>
{
  "formula": "C4H6",
  "method": "ωB97M-V with the def2-TZVPD basis set",
  "gap_ev": 10.094,
  "total_charge": 0,
  "lumo_ev": 1.17,
  "smiles": "CC1=CC1",
  "symbols": ["H", "H", "C", "H", "C", "C", "H", "H", "C", "H"],
  "coordinates": [[1.515, -1.779, 0.103], [1.383, 1.374, 0.894], [1.279, 0.712, -0.022], [1.490, 0.969, -1.037], [1.086, -0.786, 0.084], [-0.014, -0.108, 0.023], [-1.726, -1.046, -0.287], [-1.639, 0.611, -0.716], [-1.452, -0.099, 0.026], [-1.923, 0.152, 0.933]]
}

***

<B>
{
  "formula": "C4H6",
  "method": "ωB97M-V with the def2-TZVPD basis set",
  "gap_ev": 11.128,
  "total_charge": 0,
  "lumo_ev": 1.11,
  "smiles": "C#CCC",
  "symbols": ["H", "H", "C", "C", "H", "C", "H", "H", "H", "C"],
  "coordinates": [[-1.697, -1.184, 0.521], [-1.982, 0.513, -0.167], [0.785, 0.280, 0.258], [-1.603, -0.460, -0.316], [0.255, -1.348, -0.898], [1.463, 0.803, 1.061], [2.165, 1.333, 1.714], [0.108, 0.130, -1.648], [-2.086, -0.845, -1.280], [-0.106, -0.389, -0.710]]
}

***

<C>
{
  "formula": "C4H6",
  "method": "ωB97M-V with the def2-TZVPD basis set",
  "gap_ev": 10.108,
  "total_charge": 0,
  "lumo_ev": 1.14,
  "smiles": "C=CC=C",
  "symbols": ["C", "C", "H", "H", "H", "H", "H", "C", "H", "C"],
  "coordinates": [[1.085, -0.209, -1.454], [-1.110, 0.220, 1.444], [1.807, 0.253, -2.113], [0.893, 1.273, 0.029], [-1.980, -0.229, 1.910], [0.838, -1.246, -1.645], [-0.833, 1.170, 1.892], [-0.515, -0.343, 0.400], [-1.023, -1.138, -0.143], [0.549, 0.321, -0.362]]
}

***

<D>
{
  "formula": "C4H6",
  "method": "ωB97M-V with the def2-TZVPD basis set",
  "gap_ev": 8.616,
  "total_charge": 0,
  "lumo_ev": -0.15,
  "symbols": ["C", "H", "C", "C", "H", "H", "H", "H", "H", "C"],
  "coordinates": [[1.886, -0.886, -0.094], [-1.542, 0.896, 0.120], [1.307, 0.270, 0.552], [0.248, -0.235, -0.432], [0.331, 0.250, -1.373], [-1.801, -0.252, -1.193], [1.161, -0.319, 1.429], [-1.793, -0.870, 0.497], [1.646, 1.244, 0.687], [-1.443, -0.098, -0.191]]
}

***

It is <C> that is the most stable of them.

***

<A>
{
  "formula": "C4H6",
  "method": "ωB97M-V with the def2-TZVPD basis set",
  "gap_ev": 7.612,
  "total_charge": 0,
  "lumo_ev": -0.84,
  "symbols": ["H", "C", "H", "H", "C", "C", "H", "C", "H", "H"],
  "coordinates": [[1.435, -1.708, 1.370], [0.968, -0.326, -0.214], [1.790, 0.211, 1.650], [-1.904, 1.356, -2.225], [-0.260, -0.022, -0.551], [1.141, -0.579, 1.265], [-2.629, 1.197, -0.662], [-2.501, 0.661, -1.550], [1.867, -0.365, -0.822], [0.093, -0.427, 1.737]]
}

***

<B>
{
  "formula": "C4H6",
  "method": "ωB97M-V with the def2-TZVPD basis set",
  "gap_ev": 10.084,
  "total_charge": 0,
  "lumo_ev": 1.18,
  "smiles": "C=CC=C",
  "symbols": ["H", "H", "C", "H", "H", "C", "H", "H", "C", "C"],
  "coordinates": [[-1.097, 0.492, -1.972], [1.106, -0.511, 1.897], [0.330, -0.196, -0.575], [1.319, -0.675, -0.476], [-0.430, 0.227, 2.722], [0.129, -0.015, 1.823], [0.429, -0.301, -2.681], [-1.294, 0.694, 0.451], [-0.131, 0.045, -1.808], [-0.361, 0.240, 0.619]]
}

***

It is <B> that is the most stable of them.